Entry 1:
The molecule C18H30N2 in a non-equilibrium geometry. Source: the Open Molecules 2025 dataset; level of theory: ωB97M-V/def2-TZVPD.

Each line ends with the Mulliken charge.
Positions of all 50 atoms, in Å:
N 1.98809 4.94204 2.81843  -0.050
N -0.11777 -0.63482 -1.12756  0.741
C -2.08286 0.18448 -2.26024  -0.761
C -2.99431 -1.63187 0.22216  -1.768
C 3.91025 1.32098 3.22185  -1.571
C -0.77428 -1.96787 -0.77773  -1.315
C -2.30354 -2.09031 -1.09146  2.043
C 1.04276 0.19520 0.68649  -0.231
C 0.64006 3.18211 2.62310  -0.843
C 0.58117 4.57351 2.70695  -0.799
C -2.67674 -1.30572 -2.37215  -1.007
C 4.92358 2.36456 2.65293  -0.552
C 2.52394 1.29486 2.52245  0.791
C 2.81331 3.82009 2.75579  -0.483
C -2.71701 -3.55147 -1.27416  -1.933
C -0.55821 0.16308 -2.22077  -0.691
C 1.24240 -0.43216 -0.62199  -1.271
C 2.47950 0.83660 1.06431  -1.233
C 4.28372 3.77490 2.94493  -0.657
C 2.03388 2.71191 2.65688  0.736
H -2.12727 -1.80891 -3.18280  0.347
H 2.67982 1.67292 0.40410  0.531
H 2.26336 5.92057 2.97116  0.208
H 4.94758 2.11455 1.52030  0.246
H 0.59270 -0.45076 1.45190  0.403
H -3.75852 -1.19072 -2.68801  0.345
H 5.91911 2.29557 3.12703  0.363
H -4.11056 -1.85817 0.23005  0.322
H -0.24072 -0.13790 -3.26910  0.282
H 3.80836 1.57007 4.24739  0.471
H 0.37180 1.05844 0.62995  0.157
H -2.38589 0.65976 -3.25140  0.363
H 4.74892 4.51211 2.17840  0.284
H -0.61094 -2.20817 0.32133  0.224
H -3.81063 -3.69913 -1.33284  0.362
H 1.69024 0.19057 -1.46608  0.364
H -0.21355 -2.70848 -1.39503  0.358
H -2.33240 -4.32707 -0.53616  0.299
H -0.18546 5.29876 2.68956  0.442
H 1.80265 -1.39479 -0.50137  0.229
H -2.25373 -3.75715 -2.17801  0.577
H -2.59257 0.71332 -1.40333  0.262
H -2.65147 -0.65572 0.36949  0.499
H 3.34501 0.17717 0.92660  0.510
H -2.56130 -2.16415 1.07702  0.395
H -0.26788 1.21633 -2.21680  0.375
H 4.48772 4.04024 3.95583  0.296
H 4.29578 0.26676 3.11448  0.402
H -0.30215 2.60577 2.58464  0.392
H 1.67290 0.75700 2.95035  0.549

Calculated values
SMILES = CC1(C)CCCN(CCC[C@H]2CCCc3[nH]ccc32)C1
Highest occupied orbital energy = -7.57 eV
F_max = 5.14 eV/Å
Orbital gap = 8.476 eV
Energy above the lowest of the compared OMol25 structures with the same formula, charge and spin = 294.81 kJ/mol

---

Entry 2:
A structure of composition C18H30N2O3PS in a non-equilibrium geometry. Source: the Open Molecules 2025 dataset; level of theory: ωB97M-V/def2-TZVPD.

Each line ends with the Mulliken charge.
Positions of all 55 atoms, in Å:
S 4.17561 -3.10001 -0.45115  0.064
P 0.55313 1.50536 2.33965  0.065
O 1.91240 0.14322 -2.56799  -0.527
O -1.13344 0.24331 -2.43333  -0.140
O -1.86040 4.68146 -1.96777  -0.869
N 3.49648 -2.06577 -1.47915  -0.695
N 3.58362 -2.58063 0.96967  -0.668
C -3.27550 -0.93309 -2.19008  -1.490
C -1.23532 1.74650 1.90371  -0.615
C 1.29040 3.19449 2.00371  -1.322
C 0.97575 -0.77543 -3.17249  -0.449
C -1.66200 3.84575 -2.99559  -0.128
C -0.99712 -3.43260 2.79171  -1.507
C -0.33763 -0.10671 -3.55398  -0.681
C 0.10833 -2.46442 2.28949  0.520
C -1.77125 -0.86645 -1.83197  0.051
C -1.51901 2.25975 0.45764  -0.639
C 2.11798 -0.67562 1.56065  -0.053
C 1.41405 0.40917 1.12637  0.462
C 2.84185 -1.52282 0.66054  0.607
C 0.76371 -1.66684 3.43991  -0.529
C 1.37684 0.65773 -0.31605  0.002
C 2.77455 -1.21194 -0.74785  1.190
C 2.00313 -0.11098 -1.22141  -0.713
C 2.14921 -1.01963 3.05765  -1.451
H 0.78978 1.50019 -0.68380  0.679
H -1.29943 1.47190 -0.26880  -0.266
H 0.77410 -1.58052 -2.45042  0.234
H -1.58058 2.55696 2.56980  0.388
H -3.77266 -1.65528 -1.52779  0.435
H -3.33157 -1.24605 -3.24189  0.289
H -1.91162 -2.88376 3.05425  0.345
H -0.37593 -1.81564 1.54764  -0.185
H -2.48577 3.78360 -3.76362  0.220
H -0.93366 -0.79651 -4.18699  0.388
H -0.65101 -4.10577 3.58513  0.385
H -2.57076 2.56907 0.39308  0.519
H -1.51162 2.76530 -2.74383  -0.245
H 0.88690 -3.09592 1.83595  0.138
H 0.92903 -2.35149 4.28703  0.479
H 2.89981 -1.79150 3.26974  0.467
H -0.17599 0.80952 -4.13736  0.285
H 1.39718 3.28635 0.91162  0.372
H -0.94280 3.16636 0.22718  0.272
H -1.26742 -4.06061 1.92524  0.392
H 0.58290 3.96915 2.32076  0.413
H 2.34849 -0.13355 3.66640  0.381
H 0.05246 -0.89350 3.76866  0.193
H -3.72458 0.06258 -2.08313  0.311
H -0.76478 4.05046 -3.64895  0.141
H -1.32512 -1.81614 -2.17844  0.437
H 1.41696 -1.23055 -4.07177  0.360
H 2.25260 3.27208 2.51642  0.373
H -1.62753 -0.81914 -0.73987  -0.053
H -1.82278 0.85860 2.17587  0.367

Calculated values
Highest occupied orbital energy = -2.08 eV
F_max = 2.31 eV/Å
Orbital gap = 3.543 eV
Charge = -1